This record from the Open Molecules 2025 dataset describes a 11-piece molecular cluster, C33H72N2O10S overall. The level of theory is ωB97M-V/def2-TZVPD.

```
118
Properties=species:S:1:pos:R:3:lowdin_charge:R:1
N 3.33 -2.83 4.48 -0.02
C 3.86 -1.44 4.56 -0.21
C 2.66 -0.49 4.11 -0.17
C 2.85 0.69 3.27 -0.05
C 1.70 1.54 2.85 -0.08
C 0.38 1.13 3.31 -0.43
C 0.18 -0.06 4.18 -0.24
C 1.32 -0.87 4.60 0.04
N -1.14 -0.44 4.65 0.01
C -2.12 -0.52 3.58 -0.24
C -2.99 -1.69 3.38 -0.01
C -3.98 -1.77 2.30 -0.07
C -4.17 -0.64 1.36 -0.07
C -3.30 0.54 1.56 -0.10
C -2.30 0.59 2.61 -0.43
S -1.17 2.01 2.86 0.92
H 3.24 -3.25 5.41 0.06
H 3.88 -3.41 3.85 0.06
H 4.26 -1.17 5.57 0.09
H 4.65 -1.37 3.75 0.12
H 3.87 1.00 2.93 0.10
H 1.84 2.43 2.18 0.09
H 1.13 -1.74 5.26 0.11
H -1.47 0.31 5.28 0.13
H -2.93 -2.58 4.06 0.10
H -4.64 -2.66 2.13 0.09
H -4.93 -0.65 0.55 0.08
H -3.40 1.43 0.89 0.10
C 6.07 -3.03 9.12 -0.09
C 6.58 -2.38 7.85 -0.30
O 5.54 -1.63 7.22 -0.11
H 5.23 -3.70 8.89 0.07
H 6.85 -3.61 9.61 0.07
H 5.70 -2.28 9.82 0.07
H 6.93 -3.13 7.14 0.12
H 7.41 -1.71 8.07 0.08
H 5.24 -0.96 7.84 0.09
C 10.61 0.35 10.25 -0.09
C 9.12 0.18 10.03 -0.31
O 8.80 -1.19 9.78 -0.10
H 11.17 0.01 9.38 0.08
H 10.85 1.40 10.44 0.07
H 10.94 -0.24 11.11 0.07
H 8.79 0.76 9.16 0.11
H 8.55 0.52 10.90 0.11
H 9.08 -1.70 10.55 0.09
C -2.81 -2.83 -2.53 -0.08
C -3.98 -1.88 -2.71 -0.30
O -4.10 -1.03 -1.57 -0.11
H -2.94 -3.44 -1.63 0.08
H -2.72 -3.50 -3.39 0.08
H -1.88 -2.27 -2.41 0.06
H -4.91 -2.44 -2.80 0.09
H -3.85 -1.27 -3.60 0.12
H -3.27 -0.53 -1.49 0.09
C -8.68 -0.44 -1.80 -0.09
C -8.24 -1.88 -1.60 -0.31
O -7.03 -2.13 -2.30 -0.10
H -8.81 -0.23 -2.87 0.06
H -9.61 -0.24 -1.28 0.08
H -7.91 0.25 -1.43 0.07
H -9.00 -2.56 -1.99 0.11
H -8.09 -2.10 -0.54 0.11
H -6.36 -1.53 -1.94 0.05
C 3.23 4.35 -0.34 -0.09
C 4.55 4.04 0.34 -0.32
O 5.51 5.04 0.01 -0.09
H 3.35 4.39 -1.43 0.08
H 2.48 3.59 -0.11 0.07
H 2.85 5.32 -0.03 0.08
H 4.93 3.08 0.01 0.11
H 4.43 4.01 1.43 0.11
H 5.16 5.89 0.31 0.09
C -10.90 3.19 -5.25 -0.09
C -10.49 2.14 -4.24 -0.32
O -9.68 1.14 -4.87 -0.10
H -11.46 2.74 -6.07 0.06
H -11.52 3.96 -4.79 0.07
H -10.02 3.67 -5.69 0.07
H -11.36 1.65 -3.82 0.11
H -9.91 2.59 -3.42 0.11
H -8.91 1.58 -5.23 0.09
C 1.21 -2.28 -4.68 -0.09
C 0.04 -1.33 -4.85 -0.32
O -0.07 -0.48 -3.71 -0.09
H 1.08 -2.88 -3.78 0.08
H 1.31 -2.94 -5.54 0.07
H 2.15 -1.72 -4.56 0.06
H -0.89 -1.89 -4.94 0.10
H 0.17 -0.71 -5.74 0.11
H 0.75 0.02 -3.64 0.08
C 5.69 -1.55 -6.37 -0.09
C 4.52 -0.61 -6.54 -0.33
O 4.40 0.24 -5.40 -0.09
H 5.56 -2.16 -5.47 0.08
H 5.78 -2.21 -7.23 0.07
H 6.62 -0.99 -6.25 0.07
H 3.58 -1.16 -6.64 0.10
H 4.64 0.02 -7.43 0.11
H 5.22 0.74 -5.32 0.08
C -12.78 -1.30 -8.00 -0.10
C -12.11 -0.19 -7.22 -0.32
O -12.80 1.04 -7.41 -0.10
H -12.81 -1.06 -9.07 0.08
H -12.26 -2.25 -7.87 0.07
H -13.82 -1.42 -7.68 0.07
H -11.08 -0.06 -7.56 0.11
H -12.09 -0.42 -6.15 0.11
H -13.70 0.92 -7.10 0.08
C 8.68 2.87 -2.15 -0.10
C 9.37 3.97 -1.37 -0.33
O 8.70 5.21 -1.56 -0.09
H 8.66 3.11 -3.22 0.07
H 9.20 1.92 -2.02 0.07
H 7.65 2.76 -1.83 0.07
H 10.40 4.09 -1.71 0.11
H 9.39 3.74 -0.30 0.11
H 7.80 5.10 -1.25 0.06
```

Properties
multiplicity: 1
SMILES string: NCc1ccc2c(c1)Nc1ccccc1S2.CCO.CCO.CCO.CCO.CCO.CCO.CCO.CCO.CCO.CCO
HOMO-LUMO gap: 8.28 eV
LUMO energy: 0.440 eV
total charge: 0
total energy: -2560.47692 Eh